(1)
DFT (wB97M-V/def2-TZVPD) results for 2 unconnected molecules or ions with the total composition C2H7S.

## Properties
Strongest force on any atom: 0.024 Eh/bohr
Energy: -478.60534 Ha
Net charge: -1
Energy above the lowest of the compared OMol25 structures with the same formula, charge and spin: 2.4 kcal/mol
LUMO: 4.0 eV
E_HOMO: -2.373 eV
Frontier orbital gap: 6.3 eV

CARTESIAN COORDINATES (ANGSTROEM)
S -3.437 0.313 -1.183
C 1.071 -0.635 -0.191
C 0.388 0.533 0.540
H -2.467 0.111 -0.286
H 1.427 -0.311 -1.160
H 0.066 0.180 1.539
H -0.474 0.957 -0.002
H 0.384 -1.516 -0.320
H 1.915 -0.972 0.390
H 1.126 1.339 0.672

(2)
DFT (wB97M-V/def2-TZVPD) results for C4H6O in the gas phase.

## Properties
Strongest force on any atom: 0.013 Eh/bohr
Energy: -231.17158 Ha
Net charge: 0
Energy above the lowest of the compared OMol25 structures with the same formula, charge and spin: 32.7 kcal/mol
LUMO: 0.9 eV
E_HOMO: -10.078 eV
Frontier orbital gap: 11.0 eV

CARTESIAN COORDINATES (ANGSTROEM)
O 0.662 1.901 0.488
C 0.749 0.876 -0.474
C -0.841 -0.913 0.302
C 0.561 -0.518 0.131
C -1.941 -1.396 0.221
H 0.023 1.020 -1.288
H -2.869 -1.901 0.085
H -0.199 1.827 0.919
H 1.753 0.949 -0.903
H 0.981 -1.266 -0.551
H 1.120 -0.579 1.070

(3)
DFT (wB97M-V/def2-TZVPD) results for a molecular structure, C21H49CuN9O12.

## Properties
Strongest force on any atom: 0.106 Eh/bohr
Energy: -3865.68392 Ha
Net charge: 0
Energy above the lowest of the compared OMol25 structures with the same formula, charge and spin: 170.7 kcal/mol
Spin multiplicity: 2
LUMO (alpha / beta): -2.8 / -2.7 eV
E_HOMO (alpha / beta): -9.297 / -9.297 eV
Frontier orbital gap (alpha / beta): 6.5 / 6.6 eV

CARTESIAN COORDINATES (ANGSTROEM)
Cu -1.965 0.213 -3.067
O -1.635 -0.404 7.494
O 2.937 6.319 1.802
O -0.998 1.278 -0.229
O 1.114 -0.458 -5.155
O -3.587 -5.702 2.061
O -2.880 -3.557 -3.620
O -1.951 3.708 -4.451
O 5.641 -1.180 4.798
O -5.386 4.247 3.568
O 0.360 0.757 1.209
O 2.420 -5.479 -0.474
O -0.281 -0.684 -0.347
N 1.464 4.673 2.172
N -1.861 -4.542 1.591
N 3.392 -3.548 -0.138
N -1.607 5.287 -2.954
N 3.697 -0.777 3.777
N -1.575 -5.286 -3.769
N -4.011 2.964 2.479
N -0.824 0.870 5.804
N 1.939 -0.649 -7.165
C -0.306 0.395 0.274
C -3.904 -3.354 1.895
C -3.958 5.344 1.872
C 5.447 0.960 3.877
C -0.722 -1.538 5.652
C -1.946 4.902 -4.115
C -4.544 4.153 2.689
C 1.901 -0.963 -5.918
C -2.456 5.908 -5.048
C 4.910 -0.422 4.201
C 4.534 -5.582 0.754
C 3.036 4.446 0.298
C -1.066 -0.308 6.405
C -3.127 -4.615 1.838
C 2.840 -2.011 -5.478
C -1.038 2.151 6.316
C 2.494 5.227 1.516
C -2.738 -4.698 -3.976
C 1.202 0.353 -7.853
C -3.749 -5.536 -4.763
C 3.398 -4.858 0.040
H -3.835 -5.099 -5.758
H -0.358 0.886 4.907
H -0.438 -1.252 4.639
H -4.766 -5.622 -4.382
H 5.086 1.199 2.876
H 0.720 -0.003 -8.764
H -4.391 -3.111 0.951
H 1.962 0.983 -8.315
H 5.328 -5.686 0.015
H 3.501 -1.757 3.922
H 3.143 -0.186 3.173
H -1.863 6.168 -2.531
H 5.026 1.568 4.677
H -2.918 5.223 1.568
H 3.585 -1.460 -4.904
H 3.315 -2.553 -6.296
H -1.470 -5.466 1.472
H 2.517 -1.230 -7.756
H -4.249 2.288 3.191
H -1.946 2.111 6.918
H 4.125 4.417 0.335
H -0.322 2.569 7.024
H 2.677 4.961 -0.592
H 1.184 3.740 1.906
H 2.262 -2.713 -4.877
H 4.797 -4.913 1.574
H -4.500 5.551 0.949
H -1.307 2.712 5.421
H -3.202 5.469 -5.710
H -1.567 -2.213 5.513
H -3.271 -2.560 2.293
H 4.215 -6.463 1.310
H 0.163 -2.096 5.958
H -1.518 6.265 -5.472
H -4.134 6.242 2.464
H 6.537 0.987 3.899
H -3.331 -6.537 -4.869
H 2.620 3.439 0.260
H 0.615 1.053 -7.259
H -2.935 6.710 -4.486
H 1.020 5.128 2.957
H 2.507 -3.121 -0.369
H -3.318 2.817 1.759
H -1.521 4.548 -2.271
H -4.629 -3.276 2.705
H 4.108 -2.910 0.180
H -0.926 -4.834 -3.140
H -1.404 -6.246 -4.034
H -1.505 -3.733 1.103

(4)
DFT (wB97M-V/def2-TZVPD) results for a gas-phase ion, C5H8N (charge +1).

## Properties
Strongest force on any atom: 0.085 Eh/bohr
Energy: -249.71686 Ha
Net charge: +1
Energy above the lowest of the compared OMol25 structures with the same formula, charge and spin: 68.0 kcal/mol
LUMO: -5.4 eV
E_HOMO: -14.600 eV
Frontier orbital gap: 9.2 eV

CARTESIAN COORDINATES (ANGSTROEM)
N -1.103 -0.897 -0.061
C 0.031 -1.274 -0.518
C 1.382 -0.700 -0.672
C -0.848 1.033 1.534
C -1.627 0.320 0.651
C 1.524 0.571 -1.100
H 0.002 0.549 1.944
H -2.462 0.715 0.158
H 2.489 1.036 -1.330
H -1.187 2.050 2.054
H 0.660 1.307 -1.143
H -1.840 -1.495 -0.240
H 0.064 -2.412 -0.825
H 2.076 -1.545 -0.536